Record 1
{
  "formula": "C2H7N3",
  "method": "the ωB97M-V functional and the def2-TZVPD basis",
  "symbols": ["C", "C", "H", "H", "H", "H", "H", "H", "H", "N", "N", "N"],
  "xyz": [[-1.7817, 0.2173, -0.2186], [1.3731, 0.1635, -0.0142], [-2.6987, 0.4776, 0.2975], [-2.2359, -0.3836, -1.1238], [-1.3276, 1.2552, -0.7250], [-0.3640, -0.1493, 1.3341], [0.7582, -1.7376, -0.1060], [1.0196, 1.1243, 0.3000], [3.1404, 0.5928, 0.3762], [-0.7996, -0.6426, 0.4715], [0.3179, -0.7788, -0.4438], [2.5982, -0.1386, -0.1478]],
  "total_charge": 0,
  "orbital_gap_ev": 10.6,
  "spin_multiplicity": 1,
  "homo_energy_ev": -9.63,
  "smiles": "[H]/N=C/NNC",
  "e_lumo_ha": 0.0341
}

***

Record 2
{
  "formula": "C2H8O3",
  "method": "the ωB97M-V functional and the def2-TZVPD basis",
  "symbols": ["C", "C", "O", "H", "H", "H", "H", "H", "H", "O", "H", "H", "O"],
  "xyz": [[-0.4540, 1.5243, -0.1561], [0.5499, 2.2212, 0.3060], [1.7175, 1.5516, 0.7330], [-1.2995, 1.8806, -0.7098], [-0.3350, 0.4531, -0.1840], [0.7182, 3.2751, 0.4910], [1.4602, 0.8976, 1.3954], [0.3237, -1.4962, -0.7251], [0.4689, -2.3573, -1.9531], [0.9763, -1.7651, -1.3878], [-0.9031, -2.6510, 1.0084], [-2.0867, -1.7470, 0.5245], [-1.1362, -1.7869, 0.6575]],
  "total_charge": 0,
  "orbital_gap_ev": 9.7,
  "spin_multiplicity": 1,
  "homo_energy_ev": -9.37,
  "smiles": "C=CO.O.O",
  "e_lumo_ha": 0.0133
}